(A)
Density functional theory data (wB97M-V/def2-TZVPD) for a molecular structure, CCl4NOP.

The value obtained for the HOMO energy is -10.33 eV.

ORCA input file:
```
! wB97M-V def2-TZVPD RIJCOSX def2/J DEFGRID3
* xyz 0 1
C 0.247 0.712 0.973
N 1.134 0.256 -1.362
O -0.200 -0.231 1.154
P -0.048 -0.726 -1.110
Cl 1.848 1.129 1.483
Cl -0.836 2.043 0.690
Cl -0.149 -2.885 -0.809
Cl -1.997 -0.298 -1.019
*
```


(B)
Density functional theory data (wB97M-V/def2-TZVPD) for 2 unconnected molecules or ions with the total composition CCl4NOP.

The value obtained for the HOMO energy (alpha / beta) is -11.31 / -9.53 eV.

ORCA input file:
```
! wB97M-V def2-TZVPD RIJCOSX def2/J DEFGRID3
* xyz 0 1
C 1.269 0.205 0.397
N 0.128 0.479 0.892
O -1.217 1.139 -1.214
P -1.318 0.264 -0.050
Cl 2.601 0.986 0.869
Cl 1.627 -0.992 -0.905
Cl -2.718 0.961 1.227
Cl -0.373 -3.042 -1.215
*
```


Most stable structure - (B); separation to the second - 1.420 eV.


(A)
Density functional theory data (wB97M-V/def2-TZVPD) for a single C2H4FNO molecule.

The SMILES is CO/C=N/F. The value obtained for the HOMO energy is -10.07 eV.

ORCA input file:
```
! wB97M-V def2-TZVPD RIJCOSX def2/J DEFGRID3
* xyz 0 1
C -0.036 -1.805 0.973
C 0.303 0.462 -0.352
N -0.619 -2.989 1.012
O -0.356 -0.745 0.249
F -0.031 -3.715 2.093
H 0.825 -1.613 1.761
H 0.478 1.370 0.183
H 1.168 0.175 -0.951
H -0.458 0.638 -1.064
*
```


(B)
Density functional theory data (wB97M-V/def2-TZVPD) for 2 unconnected molecules or ions with the total composition C2H4FNO.

The value obtained for the HOMO energy (alpha / beta) is -9.92 / -8.20 eV.

ORCA input file:
```
! wB97M-V def2-TZVPD RIJCOSX def2/J DEFGRID3
* xyz 0 1
C -0.027 -0.493 -1.241
C 0.065 -0.242 1.203
N 0.059 0.242 -0.154
O 0.125 -1.571 -1.615
F 0.085 1.639 -0.169
H -0.450 1.559 -2.590
H 0.104 -1.351 1.307
H 0.904 -0.009 1.699
H -0.865 0.225 1.560
*
```


Most stable structure - (A); separation to the second - 3.011 eV.


(A)
Density functional theory data (wB97M-V/def2-TZVPD) for 2 unconnected molecules or ions with the total composition C14H22NO.

The value obtained for the HOMO energy is -10.82 eV.

ORCA input file:
```
! wB97M-V def2-TZVPD RIJCOSX def2/J DEFGRID3
* xyz 1 1
C 2.947 0.390 -2.142
O 1.591 0.764 -2.225
C 0.739 -0.290 -2.189
C -0.653 -0.123 -2.197
C -1.565 -1.207 -2.195
C -2.917 -0.972 -2.195
C -3.419 0.332 -2.195
C -4.888 0.568 -2.186
C -2.526 1.405 -2.201
C -1.174 1.187 -2.204
H 3.558 1.296 -2.126
H 3.109 -0.183 -1.229
H 3.209 -0.213 -3.011
H 1.163 -1.281 -2.151
H -1.186 -2.216 -2.199
H -3.613 -1.795 -2.198
H -5.118 1.633 -2.182
H -5.363 0.134 -3.066
H -5.350 0.131 -1.301
H -2.911 2.410 -2.201
H -0.480 2.009 -2.208
C 0.282 -1.348 1.243
N 1.203 -0.394 1.897
C 0.577 0.508 2.902
C 1.716 1.087 3.759
C 2.922 0.138 3.532
C 2.409 -0.946 2.571
H 0.809 -1.904 0.468
H -0.122 -2.053 1.967
H -0.544 -0.814 0.774
H -0.014 1.277 2.397
H -0.107 -0.090 3.513
H 1.958 2.111 3.450
H 1.438 1.152 4.819
H 3.772 0.678 3.095
H 3.293 -0.292 4.472
H 2.106 -1.843 3.119
H 3.150 -1.247 1.824
*
```


(B)
Density functional theory data (wB97M-V/def2-TZVPD) for a gas-phase ion, C14H22NO (charge +1).

The SMILES is CO[C@H](c1ccc(C)cc1)[N@H+]1CCC[C@H]1C. The value obtained for the HOMO energy is -12.08 eV.

ORCA input file:
```
! wB97M-V def2-TZVPD RIJCOSX def2/J DEFGRID3
* xyz 1 1
C 2.778 0.766 -1.651
O 1.425 1.046 -1.245
C 0.733 0.071 -0.518
C -0.758 0.414 -0.794
C -1.694 -0.599 -1.082
C -2.997 -0.286 -1.466
C -3.429 1.041 -1.591
C -4.870 1.336 -1.916
C -2.450 2.039 -1.461
C -1.140 1.731 -1.064
H 3.284 1.731 -1.760
H 3.371 0.149 -0.947
H 2.779 0.283 -2.642
H 0.913 -0.967 -0.826
H -1.389 -1.648 -1.000
H -3.721 -1.076 -1.644
H -5.053 2.408 -1.991
H -5.148 0.859 -2.864
H -5.571 0.952 -1.157
H -2.744 3.070 -1.643
H -0.405 2.539 -1.022
C 2.526 -2.153 0.429
C 2.366 -0.955 1.330
C 1.926 -1.375 2.743
C 0.738 -0.527 3.138
C 0.108 0.020 1.875
N 1.227 0.095 0.886
H 3.397 -2.740 0.758
H 1.651 -2.819 0.494
H 2.722 -1.902 -0.619
H 3.294 -0.346 1.360
H 1.634 -2.429 2.708
H 2.755 -1.294 3.447
H -0.008 -1.112 3.667
H 1.024 0.313 3.780
H -0.621 -0.671 1.421
H -0.323 1.024 1.956
H 1.669 1.012 0.913
*
```


Most stable structure - (B); separation to the second - 1.206 eV.


(A)
Density functional theory data (wB97M-V/def2-TZVPD) for a gas-phase ion, C9H12NO2 (charge +1).

The SMILES is CCC[n+]1ccc(C(=O)O)cc1. The value obtained for the HOMO energy is -14.72 eV.

ORCA input file:
```
! wB97M-V def2-TZVPD RIJCOSX def2/J DEFGRID3
* xyz 1 1
C -2.234 0.842 1.180
C -2.607 1.019 -0.313
C -1.815 0.124 -1.286
N -0.438 -0.166 -0.810
C -0.104 -1.419 -0.525
C 1.126 -1.722 -0.055
C 2.024 -0.710 0.118
C 3.428 -1.005 0.622
O 3.800 -2.148 0.724
O 4.184 0.098 0.867
C 1.662 0.574 -0.178
C 0.422 0.836 -0.639
H -1.578 -0.004 1.385
H -3.122 0.697 1.786
H -1.743 1.743 1.538
H -3.661 0.793 -0.428
H -2.406 2.050 -0.588
H -1.702 0.578 -2.269
H -2.347 -0.805 -1.453
H -0.840 -2.188 -0.681
H 1.396 -2.746 0.151
H 4.147 0.330 1.804
H 2.336 1.405 -0.056
H 0.071 1.824 -0.892
*
```


(B)
Density functional theory data (wB97M-V/def2-TZVPD) for a gas-phase ion, C9H12NO2 (charge +1).

The SMILES is [NH3+]CCc1ccccc1C(=O)O. The value obtained for the HOMO energy is -12.67 eV.

ORCA input file:
```
! wB97M-V def2-TZVPD RIJCOSX def2/J DEFGRID3
* xyz 1 1
C 1.230 2.630 -0.271
C 2.497 2.115 -0.349
C 0.259 1.812 0.374
C 2.719 0.707 -0.225
C 0.439 0.417 0.476
C 1.728 -0.203 0.105
C -0.736 -0.278 1.087
C -1.977 -0.255 0.161
C 2.078 -1.639 0.022
N -1.746 -1.392 -0.831
O 1.195 -2.458 -0.137
O 3.309 -1.978 0.185
H 1.087 3.604 -0.490
H 3.173 2.854 -0.706
H -0.690 2.362 0.634
H 3.771 0.480 -0.354
H -0.646 -1.333 1.485
H -0.836 0.251 1.946
H -2.164 0.649 -0.270
H -1.369 -0.857 -1.587
H -2.548 -1.991 -1.053
H -1.038 -2.192 -0.506
H -2.847 -0.584 0.616
H 3.514 -2.887 0.453
*
```


(C)
Density functional theory data (wB97M-V/def2-TZVPD) for 2 unconnected molecules or ions with the total composition C9H12NO2.

The value obtained for the HOMO energy is -13.15 eV.

ORCA input file:
```
! wB97M-V def2-TZVPD RIJCOSX def2/J DEFGRID3
* xyz 1 1
C 0.722 0.281 3.590
C 0.702 -0.896 2.920
C 0.571 1.468 2.967
C 0.319 -0.920 1.605
C 0.278 1.494 1.575
C 0.178 0.309 0.928
C -1.813 -0.081 -2.159
C -0.889 1.114 -2.502
C -0.279 0.208 -0.493
N -1.328 -0.607 -0.862
O -0.100 1.244 -1.294
O 1.409 -1.058 -1.187
H 0.981 0.408 4.622
H 0.821 -1.915 3.428
H 0.686 2.374 3.557
H 0.310 -1.910 1.048
H 0.240 2.508 1.006
H -2.756 0.352 -1.910
H -1.869 -0.888 -2.895
H -0.181 0.965 -3.315
H -1.434 2.011 -2.660
H -1.670 -1.413 -0.402
H 2.341 -0.806 -1.091
H 1.318 -1.987 -0.968
*
```


Most stable structure - (A); separation to the second - 0.581 eV.